This record from the OMol25 dataset describes a single C6H13NO molecule. The level of theory is ωB97M-V/def2-TZVPD.

Calculated values
Highest occupied orbital energy in eV: -8.96
Energy relative to the best compared isomer or geometry (same formula, charge and spin) in kcal per mole: 66.0
Kohn-Sham gap in eV: 9.88
Energy in eV: -9968.3106
SMILES string: CN[C@H](C=O)C(C)C

```
21
C6H13NO (ωB97M-V/def2-TZVPD)
C -2.132 -1.455 -0.154
N -0.733 -1.406 -0.060
C 0.043 -0.189 -0.542
C 1.554 -0.698 -0.774
O 2.406 0.104 -1.128
C 0.235 1.023 0.431
C -0.988 1.972 0.126
C 0.288 0.624 1.874
H -2.514 -0.683 0.543
H -2.498 -2.378 0.223
H -2.549 -1.342 -1.119
H -0.174 -2.268 -0.430
H -0.305 0.100 -1.680
H 1.741 -1.727 -0.709
H 1.129 1.572 -0.013
H -1.844 1.495 -0.272
H -0.807 2.642 -0.626
H -1.289 2.471 1.103
H 1.105 -0.101 1.948
H 0.500 1.381 2.561
H -0.604 0.183 2.155
```


This record from the OMol25 dataset describes a single C4H10S molecule. The level of theory is ωB97M-V/def2-TZVPD.

Calculated values
Highest occupied orbital energy in eV: -8.92
Energy relative to the best compared isomer or geometry (same formula, charge and spin) in kcal per mole: 24.7
Kohn-Sham gap in eV: 9.97
Energy in eV: -15144.2948
SMILES string: CCCCS

```
15
C4H10S (ωB97M-V/def2-TZVPD)
C -1.963 -0.065 -0.288
C -0.613 -0.777 0.043
C 0.288 0.388 0.619
C 1.525 0.695 -0.211
S 3.025 -0.310 -0.123
H -2.434 0.103 0.624
H -1.837 0.904 -0.764
H -2.679 -0.637 -0.942
H -0.109 -1.062 -0.930
H -0.741 -1.760 0.595
H -0.427 1.081 0.370
H 0.435 0.313 1.706
H 1.746 1.783 -0.091
H 1.206 0.600 -1.327
H 2.578 -1.257 0.719
```


This record from the OMol25 dataset describes a molecular structure, C29H35AsBCoN3O3P. The level of theory is ωB97M-V/def2-TZVPD.

Calculated values
Highest occupied orbital energy (spin up / spin down) in eV: -10.42 / -10.42
Multiplicity: 4
Energy relative to the best compared isomer or geometry (same formula, charge and spin) in kcal per mole: 0.0
Kohn-Sham gap (spin up / spin down) in eV: 7.93 / 7.37
Energy in eV: -149679.4691
Net charge: +1

```
74
C29H35AsBCoN3O3P (ωB97M-V/def2-TZVPD)
Co -1.527 -3.347 0.573
C -0.041 -3.420 5.546
O -1.141 -3.440 4.619
C -0.931 -3.576 3.333
O -1.902 -3.578 2.567
N 0.327 -3.734 2.875
N 0.484 -3.870 1.491
H -0.491 -3.255 6.519
H 0.637 -2.598 5.316
H 0.478 -4.379 5.548
H 1.125 -3.815 3.485
H 0.741 -4.821 1.244
H 1.195 -3.223 1.154
O -3.594 -3.643 0.276
H -3.894 -4.138 -0.496
H -4.073 -3.977 1.045
B 0.793 -3.881 -3.241
C -0.189 -4.071 -2.035
N -0.860 -4.176 -1.093
H 0.715 -2.699 -3.518
H 0.422 -4.579 -4.147
H 1.889 -4.169 -2.817
C -1.391 -0.469 -1.403
C -1.189 0.987 -1.819
As 0.665 1.431 -2.410
C 0.187 2.767 -3.753
C -0.598 2.360 -4.830
C -0.893 3.237 -5.861
C -0.392 4.532 -5.835
C 0.409 4.937 -4.780
C 0.703 4.059 -3.745
C 1.126 2.610 -0.923
C 0.332 3.690 -0.539
C 0.665 4.448 0.573
C 1.797 4.132 1.316
C 2.599 3.068 0.935
C 2.264 2.312 -0.183
P -0.884 -1.005 0.275
C -1.524 0.192 1.469
C -0.898 1.424 1.677
C -1.429 2.327 2.583
C -2.582 2.011 3.291
C -3.205 0.788 3.096
C -2.676 -0.121 2.190
C 0.924 -0.951 0.424
C 1.534 -0.643 1.642
C 2.891 -0.877 1.822
C 3.649 -1.427 0.796
C 3.051 -1.736 -0.419
C 1.695 -1.502 -0.605
H -0.912 -1.167 -2.100
H -2.458 -0.717 -1.416
H -1.486 1.663 -1.017
H -1.838 1.203 -2.667
H -0.973 1.343 -4.880
H -1.506 2.908 -6.690
H -0.618 5.217 -6.641
H 0.813 5.941 -4.761
H 1.335 4.390 -2.931
H -0.549 3.947 -1.117
H 0.049 5.293 0.855
H 2.060 4.727 2.181
H 3.489 2.828 1.502
H 2.892 1.479 -0.478
H 0.013 1.678 1.145
H -0.937 3.279 2.733
H -2.994 2.719 3.997
H -4.102 0.539 3.646
H -3.167 -1.075 2.041
H 0.953 -0.217 2.450
H 3.359 -0.616 2.762
H 4.706 -1.610 0.941
H 3.624 -2.167 -1.229
H 1.251 -1.781 -1.553
```


This record from the OMol25 dataset describes 2 unconnected molecules or ions with the total composition C2H8. The level of theory is ωB97M-V/def2-TZVPD.

Calculated values
Highest occupied orbital energy in eV: -13.35
Energy relative to the best compared isomer or geometry (same formula, charge and spin) in kcal per mole: 0.3
Kohn-Sham gap in eV: 14.39
Energy in eV: -2203.6190
SMILES string: C.C

```
10
C2H8 (ωB97M-V/def2-TZVPD)
C 0.469 2.732 1.728
H -0.526 2.272 1.827
H 0.712 2.854 0.662
H 1.221 2.085 2.204
H 0.469 3.716 2.219
C -0.469 -2.732 -1.728
H 0.002 -2.290 -0.838
H -0.498 -3.826 -1.624
H 0.113 -2.464 -2.622
H -1.494 -2.346 -1.830
```


This record from the OMol25 dataset describes 3 unconnected molecules or ions with the total composition C38H37B3BrNO10S. The level of theory is ωB97M-V/def2-TZVPD.

Calculated values
Highest occupied orbital energy in eV: -9.14
Kohn-Sham gap in eV: 8.27
Energy in eV: -144886.9921
SMILES string: CC[C@H](Br)B1OB(CCCCS(=O)(=O)O)OB(N=C(C)C)O1.O=C1c2ccccc2C(=O)c2ccccc21.O=C1c2ccccc2C(=O)c2ccccc21

```
91
C38H37B3BrNO10S (ωB97M-V/def2-TZVPD)
C -0.507 -0.690 1.966
C -1.775 -1.400 1.477
C -2.877 -0.407 1.110
Br -4.299 -1.238 0.065
B -2.397 0.878 0.330
O -1.446 0.786 -0.662
B -1.045 2.046 -1.094
C 0.459 2.482 -1.114
C 0.637 3.706 -0.206
C 2.086 4.151 -0.067
C 2.169 5.398 0.844
S 3.408 5.173 2.085
O 4.676 5.419 1.469
O 3.232 3.899 2.710
O 3.160 6.324 3.153
O -2.074 2.921 -1.394
B -2.845 3.166 -0.257
N -3.499 4.381 0.011
C -4.750 4.492 0.226
C -5.281 4.669 1.619
C -5.745 4.484 -0.901
O -2.923 2.108 0.676
H -0.729 0.248 2.481
H 0.199 -0.526 1.155
H 0.003 -1.326 2.690
H -2.152 -2.029 2.285
H -1.575 -2.069 0.641
H -3.358 -0.074 2.030
H 1.040 1.649 -0.710
H 0.812 2.692 -2.126
H 0.274 3.456 0.799
H 0.001 4.524 -0.555
H 2.660 3.356 0.406
H 2.522 4.425 -1.027
H 1.214 5.517 1.367
H 2.360 6.323 0.305
H 2.227 6.589 3.169
H -4.890 3.866 2.244
H -6.369 4.658 1.665
H -4.914 5.607 2.040
H -5.209 4.647 -1.833
H -6.504 5.258 -0.791
H -6.218 3.499 -0.963
O 5.984 -0.692 1.776
C 6.735 -0.476 2.703
C 7.538 -1.578 3.310
C 7.432 -2.859 2.782
C 8.192 -3.889 3.309
C 9.062 -3.645 4.366
C 9.161 -2.374 4.905
C 8.397 -1.337 4.383
C 8.508 0.022 4.991
O 9.217 0.215 5.956
C 7.724 1.125 4.371
C 7.833 2.407 4.894
C 7.132 3.452 4.314
C 6.317 3.226 3.210
C 6.198 1.947 2.694
C 6.893 0.892 3.271
H 6.755 -3.034 1.957
H 8.111 -4.885 2.894
H 9.663 -4.449 4.770
H 9.830 -2.171 5.730
H 8.472 2.573 5.751
H 7.221 4.450 4.722
H 5.778 4.038 2.751
H 5.564 1.757 1.839
O -3.164 -4.275 -3.937
C -4.248 -4.555 -4.401
C -4.372 -5.494 -5.555
C -3.221 -6.067 -6.083
C -3.316 -6.965 -7.132
C -4.560 -7.295 -7.659
C -5.708 -6.717 -7.146
C -5.619 -5.811 -6.096
C -6.867 -5.188 -5.569
O -7.945 -5.425 -6.072
C -6.746 -4.268 -4.402
C -7.896 -3.700 -3.869
C -7.807 -2.865 -2.769
C -6.570 -2.591 -2.194
C -5.419 -3.144 -2.729
C -5.502 -3.981 -3.835
H -2.261 -5.805 -5.661
H -2.420 -7.413 -7.540
H -4.632 -8.005 -8.473
H -6.681 -6.961 -7.549
H -8.852 -3.924 -4.321
H -8.705 -2.427 -2.353
H -6.514 -1.942 -1.329
H -4.450 -2.938 -2.296
```


This record from the OMol25 dataset describes a single C22H23FN4OS molecule. The level of theory is ωB97M-V/def2-TZVPD.

Calculated values
Highest occupied orbital energy in eV: -8.63
Kohn-Sham gap in eV: 9.08
Energy in eV: -44748.8370
SMILES string: CC1(C)Cc2c(cnn2-c2cccc(F)c2)[C@H](NC(=O)CSc2ccncc2)C1

```
52
C22H23FN4OS (ωB97M-V/def2-TZVPD)
C -2.251 1.849 0.970
C -1.425 1.201 -0.143
C -1.748 1.885 -1.473
C -1.780 -0.296 -0.230
C -0.785 -0.994 -1.084
C 0.490 -0.535 -1.338
C 1.105 -1.556 -2.081
N 0.280 -2.563 -2.256
N -0.874 -2.221 -1.663
C -1.936 -3.134 -1.687
C -3.245 -2.734 -1.931
C -4.261 -3.673 -1.961
C -3.988 -5.016 -1.767
C -2.674 -5.397 -1.556
F -2.395 -6.703 -1.382
C -1.641 -4.482 -1.512
C 1.009 0.782 -0.868
N 2.358 0.647 -0.332
C 2.672 -0.208 0.655
O 1.913 -1.010 1.152
C 4.122 -0.110 1.130
S 4.774 1.588 1.167
C 3.551 2.480 2.081
C 2.562 1.885 2.852
C 1.648 2.714 3.484
N 1.668 4.032 3.408
C 2.630 4.592 2.694
C 3.592 3.871 2.010
C 0.064 1.346 0.206
H -2.047 2.916 1.023
H -3.314 1.711 0.787
H -2.009 1.408 1.935
H -1.283 1.363 -2.306
H -1.394 2.914 -1.467
H -2.823 1.898 -1.637
H -2.799 -0.410 -0.599
H -1.744 -0.737 0.772
H 2.099 -1.593 -2.480
H -3.469 -1.698 -2.128
H -5.275 -3.357 -2.149
H -4.767 -5.761 -1.790
H -0.623 -4.798 -1.355
H 1.085 1.478 -1.712
H 3.063 1.300 -0.640
H 4.772 -0.640 0.431
H 4.220 -0.571 2.113
H 2.484 0.817 2.967
H 0.854 2.291 4.085
H 2.622 5.673 2.660
H 4.356 4.364 1.430
H 0.304 2.396 0.386
H 0.251 0.794 1.129
```


- What is the energy in the fourth record?
  -2203.6190 eV